# 1
DFT (wB97M-V/def2-TZVPD) results for a molecular structure, C3H8FN.

The geometry in XYZ format:
```
13
C3H8FN | the Open Molecules 2025 dataset | wB97M-V/def2-TZVPD
C -0.207 -1.457 -0.384
C -0.427 0.072 0.168
C 0.815 0.695 0.875
H 0.443 -1.984 0.338
H 0.300 -1.293 -1.374
H -1.300 -1.794 -0.257
H -1.136 -0.052 1.100
H 0.486 2.207 -1.114
H -1.476 0.339 -2.090
H 1.606 1.145 0.111
H 0.396 1.437 1.928
N -1.045 1.023 -0.882
F 1.546 -0.339 1.581
```

Output
E_HOMO (eV): -9.483
LUMO (eV): -1.2692
HOMO-LUMO gap (eV): 8.2

=====

# 2
DFT (wB97M-V/def2-TZVPD) results for a gas-phase ion, C6H5O2S2 (charge -1).

The geometry in XYZ format:
```
15
C6H5O2S2 | the Open Molecules 2025 dataset | wB97M-V/def2-TZVPD
C 1.409 0.048 2.178
C 0.011 -0.109 1.762
O -0.084 -0.524 0.414
C -0.475 0.459 -0.441
O -0.555 1.624 -0.093
C -0.567 0.013 -1.799
C -1.081 0.298 -3.082
S -1.508 1.339 -4.303
C -0.756 -1.072 -2.794
S -0.699 -2.698 -2.845
H 1.949 -0.858 2.222
H 2.003 0.757 1.549
H 1.458 0.604 3.199
H -0.519 0.973 1.647
H -0.587 -0.854 2.387
```

Output
E_HOMO (eV): -3.936
SMILES: CCOC([O-])=C1C(=S)C1=S
LUMO (eV): 3.2114
Charge: -1
HOMO-LUMO gap (eV): 7.1

=====

# 3
DFT (wB97M-V/def2-TZVPD) results for a molecular structure, C12H23F7N3PSSiTeTi.

The geometry in XYZ format:
```
50
C12H23F7N3PSSiTeTi | the Open Molecules 2025 dataset | wB97M-V/def2-TZVPD
Ti 0.522 -0.924 0.506
C -0.636 1.807 -2.864
Si 0.005 0.097 -2.534
C 1.858 0.097 -2.449
C -0.615 -1.239 -3.656
N -0.592 -0.328 -0.796
C -1.981 -0.457 -0.514
C -3.042 -0.283 -1.401
C -4.346 -0.432 -0.949
C -4.626 -0.747 0.375
C -3.592 -0.920 1.295
C -2.339 -0.760 0.789
F -1.192 -0.897 1.653
H -0.633 1.990 -3.942
H 0.022 2.553 -2.414
H -1.654 1.977 -2.512
H 2.195 0.352 -3.459
H 2.296 -0.875 -2.217
H 2.274 0.848 -1.778
H -0.033 -1.176 -4.580
H -1.664 -1.143 -3.933
H -0.458 -2.239 -3.249
H -2.857 -0.044 -2.438
H -5.161 -0.300 -1.647
H -5.650 -0.860 0.704
H -3.766 -1.163 2.334
F 2.116 -0.179 0.510
P 2.279 -1.164 3.337
F 3.250 -0.146 3.963
F 1.257 -2.050 2.305
F 1.819 -1.905 4.568
F 3.419 -1.900 2.620
F 1.247 -0.009 3.038
N 1.106 -5.134 0.922
C 1.620 -4.108 0.282
N 2.921 -3.933 0.183
S 0.514 -3.012 -0.557
H 1.678 -5.879 1.301
H 0.105 -5.259 0.957
H 3.583 -4.598 0.561
H 3.289 -3.204 -0.408
C -0.280 5.655 0.560
Te -0.114 4.067 1.941
C 1.496 4.913 3.014
H 0.671 5.740 0.036
H -0.478 6.562 1.130
H -1.095 5.445 -0.126
H 1.239 5.949 3.231
H 2.379 4.868 2.377
H 1.645 4.349 3.930
```

Output
E_HOMO (alpha / beta) (eV): -17.291 / -17.291
LUMO (alpha / beta) (eV): -9.8544 / -11.5540
Charge: +3
HOMO-LUMO gap (alpha / beta) (eV): 7.4 / 5.7
2S+1: 2

=====

# 4
DFT (wB97M-V/def2-TZVPD) results for a molecular structure, C16H26N6O5OsS2.

The geometry in XYZ format:
```
56
C16H26N6O5OsS2 | the Open Molecules 2025 dataset | wB97M-V/def2-TZVPD
Os 0.465 0.682 0.382
N 0.624 2.819 0.636
C 1.927 3.251 1.214
C 3.017 2.389 0.606
N 2.690 0.943 0.764
C 3.170 0.309 2.027
C 2.159 0.457 3.148
N 0.852 0.027 2.626
H 0.553 3.169 -0.324
H -0.165 3.214 1.147
H 1.871 3.144 2.295
H 2.102 4.304 0.995
H 3.989 2.613 1.049
H 3.085 2.588 -0.465
H 3.142 0.443 0.000
H 4.136 0.730 2.310
H 3.321 -0.750 1.807
H 2.072 1.487 3.489
H 2.470 -0.141 4.007
H 0.082 0.273 3.241
H 0.828 -0.988 2.529
O -1.024 0.578 -1.058
C -0.556 1.256 -2.057
O 0.536 1.819 -1.958
H -1.166 1.302 -2.963
S -1.782 1.314 1.854
C -3.357 0.874 1.244
N -3.516 -0.030 0.298
C -4.827 -0.491 -0.176
C -5.858 -0.288 0.920
C -5.789 1.140 1.432
N -4.405 1.445 1.813
H -2.688 -0.349 -0.178
H -4.726 -1.545 -0.429
H -5.095 0.055 -1.083
H -5.676 -0.986 1.738
H -6.853 -0.490 0.527
H -6.411 1.279 2.315
H -6.114 1.852 0.670
H -4.229 2.107 2.552
O 1.807 -5.377 -0.893
S 0.908 -4.472 -1.520
O -0.251 -4.901 -2.220
N 0.423 -3.340 -0.352
C 0.884 -2.201 -0.658
O 0.619 -1.175 0.187
C 1.708 -2.041 -1.875
C 2.332 -0.935 -2.427
C 3.065 -1.111 -3.596
C 3.167 -2.363 -4.193
C 2.536 -3.475 -3.643
C 1.815 -3.285 -2.486
H 2.230 0.057 -2.007
H 3.556 -0.263 -4.053
H 3.741 -2.473 -5.102
H 2.608 -4.449 -4.107
```

Output
E_HOMO (alpha / beta) (eV): -14.764 / -14.716
LUMO (alpha / beta) (eV): -6.5068 / -8.5208
Charge: +2
HOMO-LUMO gap (alpha / beta) (eV): 8.3 / 6.2
2S+1: 5

=====

# 5
DFT (wB97M-V/def2-TZVPD) results for a single C3H7N3 molecule.

The geometry in XYZ format:
```
13
C3H7N3 | the Open Molecules 2025 dataset | wB97M-V/def2-TZVPD
C -1.439 1.119 0.233
N -0.441 0.477 -0.555
C -0.099 -0.898 -0.365
C 1.387 -0.893 0.085
N 1.824 0.439 0.167
N 1.040 1.229 -0.200
H -1.182 1.118 1.271
H -1.277 2.132 -0.071
H -2.471 0.961 0.062
H -0.232 -1.687 -1.250
H -0.737 -1.133 0.524
H 1.575 -1.617 0.920
H 2.052 -1.248 -0.822
```

Output
E_HOMO (eV): -8.769
SMILES: CN1CCN=N1
LUMO (eV): 1.0099
HOMO-LUMO gap (eV): 9.8

=====

# 6
DFT (wB97M-V/def2-TZVPD) results for 12 unconnected molecules or ions with the total composition C17H58N16O12.

The geometry in XYZ format:
```
103
C17H58N16O12 | the Open Molecules 2025 dataset | wB97M-V/def2-TZVPD
N -2.778 0.627 2.719
C -3.151 1.531 3.689
N -3.963 0.864 4.710
O -2.879 2.748 3.696
H -2.327 0.988 1.893
H -3.280 -0.270 2.701
H -4.244 1.419 5.541
H -3.679 -0.113 4.919
N 3.858 -0.674 -2.454
C 5.156 -1.028 -2.375
N 5.538 -1.807 -3.450
O 5.874 -0.765 -1.408
H 3.489 -0.073 -1.748
H 3.361 -0.858 -3.297
H 6.417 -2.265 -3.288
H 4.731 -2.241 -3.865
N 0.125 1.019 -1.142
C -0.149 0.070 -0.271
N 0.849 -0.707 0.146
O -1.321 -0.207 0.090
H 1.085 1.291 -1.399
H -0.582 1.683 -1.345
H 0.585 -1.466 0.728
H 1.794 -0.292 0.084
N -2.949 2.546 -4.360
C -2.366 1.403 -4.979
N -1.885 0.500 -4.040
O -2.278 1.323 -6.178
H -3.586 3.012 -4.984
H -3.454 2.393 -3.491
H -1.597 0.829 -3.141
H -1.389 -0.305 -4.315
N -2.280 -2.658 1.629
C -3.025 -3.636 0.957
N -3.243 -4.832 1.703
O -3.563 -3.427 -0.120
H -1.584 -3.016 2.276
H -2.024 -1.926 0.988
H -2.705 -5.044 2.546
H -3.764 -5.591 1.280
N 3.415 2.329 1.506
C 3.887 1.399 0.695
N 5.113 0.992 0.763
O 3.136 0.901 -0.169
H 4.084 2.923 1.985
H 2.500 2.718 1.289
H 5.379 0.442 -0.062
H 5.727 1.475 1.420
N -0.420 3.853 2.909
C -0.283 3.525 1.653
N -1.543 3.292 1.029
O 0.788 3.450 1.080
H 0.353 4.290 3.388
H -1.338 3.795 3.330
H -1.433 3.386 0.028
H -2.238 3.878 1.433
N -1.428 5.032 -3.764
C -0.557 4.790 -2.759
N 0.302 5.831 -2.533
O -0.696 3.808 -2.023
H -2.045 4.251 -4.023
H -1.199 5.692 -4.509
H 0.084 6.750 -2.910
H 0.828 5.742 -1.700
C -0.637 -4.384 -1.227
C -0.742 -4.154 -2.696
C 0.340 -3.266 -3.230
O -0.705 -5.485 -3.459
H -1.447 -5.013 -0.874
H -0.725 -3.446 -0.674
H 0.317 -4.911 -1.087
H -1.722 -3.722 -2.856
H 1.294 -3.778 -3.061
H 0.340 -2.363 -2.623
H 0.275 -2.905 -4.263
H -1.583 -5.669 -3.802
C 1.947 0.086 4.486
C 1.490 0.142 5.918
O 1.603 1.397 6.514
H 1.819 -0.897 4.083
H 2.972 0.346 4.242
H 1.284 0.751 3.929
H 1.900 -0.664 6.572
H 0.425 -0.098 5.877
H 1.618 1.322 7.460
C -4.784 0.646 -0.043
C -4.210 0.875 -1.438
O -2.947 1.597 -1.235
H -5.882 0.631 -0.009
H -4.492 1.521 0.573
H -4.487 -0.314 0.306
H -4.929 1.564 -1.989
H -4.015 -0.001 -2.121
H -2.386 0.942 -0.739
C 3.434 -2.528 1.859
C 4.061 -3.030 0.556
O 3.550 -4.269 -0.005
H 3.867 -1.573 2.135
H 3.561 -3.171 2.746
H 2.328 -2.354 1.748
H 5.140 -3.111 0.688
H 3.838 -2.254 -0.172
H 3.058 -4.040 -0.789
```

Output
E_HOMO (eV): -9.530
SMILES: NC(N)=O.NC(N)=O.NC(N)=O.NC(N)=O.NC(N)=O.NC(N)=O.NC(N)=O.NC(N)=O.CC(C)O.CCO.CCO.CCO
LUMO (eV): 0.3754
HOMO-LUMO gap (eV): 9.9

=====

# 7
DFT (wB97M-V/def2-TZVPD) results for 5 unconnected molecules or ions with the total composition C27H64BFO.

The geometry in XYZ format:
```
94
C27H64BFO | the Open Molecules 2025 dataset | wB97M-V/def2-TZVPD
C 1.013 -0.675 1.697
C 0.723 -2.090 1.254
F 1.985 -2.768 1.142
C 0.036 -2.218 -0.100
B 1.174 -2.486 -1.171
O 2.038 -1.475 -1.539
H 1.504 -0.119 0.894
H 1.646 -0.672 2.585
H 0.079 -0.165 1.944
H 0.198 -2.636 2.042
H -0.702 -3.023 -0.082
H -0.487 -1.283 -0.332
H 1.276 -3.552 -1.719
H 2.909 -1.442 -1.132
C 1.313 -6.233 1.216
C 0.571 -6.350 -0.109
C 0.118 -7.769 -0.444
C 1.249 -8.793 -0.565
C 2.356 -8.408 -1.547
C 1.851 -8.146 -2.961
H 2.233 -6.821 1.217
H 1.591 -5.199 1.424
H 0.695 -6.591 2.044
H 1.204 -5.964 -0.913
H -0.309 -5.699 -0.091
H -0.448 -7.743 -1.379
H -0.585 -8.114 0.322
H 0.815 -9.749 -0.876
H 1.693 -8.970 0.419
H 3.102 -9.207 -1.562
H 2.878 -7.518 -1.182
H 1.321 -9.017 -3.356
H 2.667 -7.913 -3.645
H 1.156 -7.305 -2.981
C -0.135 6.109 3.295
C -0.870 5.385 2.174
C -0.842 3.862 2.308
C 0.559 3.246 2.314
C 1.414 3.584 1.093
C 0.803 3.121 -0.224
H 0.927 5.855 3.312
H -0.209 7.191 3.183
H -0.552 5.845 4.271
H -0.442 5.678 1.210
H -1.912 5.714 2.151
H -1.431 3.425 1.497
H -1.349 3.578 3.235
H 0.456 2.159 2.379
H 1.090 3.552 3.219
H 2.398 3.124 1.219
H 1.593 4.662 1.052
H 0.621 2.043 -0.216
H 1.459 3.338 -1.067
H -0.153 3.612 -0.419
C -3.069 -7.320 -2.795
C -2.017 -7.738 -3.816
C -1.281 -6.559 -4.449
C -2.176 -5.584 -5.217
C -3.010 -6.222 -6.328
C -2.173 -6.904 -7.403
H -3.859 -6.723 -3.253
H -3.540 -8.187 -2.330
H -2.622 -6.718 -2.000
H -2.486 -8.346 -4.596
H -1.282 -8.390 -3.336
H -0.500 -6.942 -5.112
H -0.759 -6.002 -3.663
H -1.544 -4.804 -5.653
H -2.845 -5.074 -4.519
H -3.630 -5.448 -6.787
H -3.708 -6.946 -5.896
H -1.471 -6.199 -7.855
H -2.799 -7.309 -8.198
H -1.589 -7.730 -6.993
C 1.932 9.661 3.423
C 0.656 9.900 4.222
C -0.511 10.400 3.372
C -0.263 11.731 2.660
C 0.135 12.884 3.581
C -0.912 13.206 4.641
H 2.301 10.582 2.968
H 2.728 9.265 4.054
H 1.757 8.943 2.617
H 0.858 10.607 5.032
H 0.356 8.968 4.709
H -1.400 10.482 4.003
H -0.749 9.643 2.616
H -1.172 12.009 2.117
H 0.513 11.601 1.900
H 0.317 13.772 2.970
H 1.088 12.656 4.068
H -1.873 13.445 4.179
H -0.613 14.060 5.250
H -1.074 12.363 5.316
```

Output
E_HOMO (eV): -10.062
SMILES: C[C@H](F)CBO.CCCCCC.CCCCCC.CCCCCC.CCCCCC
LUMO (eV): 0.6505
HOMO-LUMO gap (eV): 10.7

=====

# 8
DFT (wB97M-V/def2-TZVPD) results for a single C2H5IN2 molecule.

The geometry in XYZ format:
```
10
C2H5IN2 | the Open Molecules 2025 dataset | wB97M-V/def2-TZVPD
C 0.151 -1.214 -0.259
C 0.632 -0.204 0.692
N 0.708 1.932 1.577
N 0.246 1.080 0.746
I 1.999 -0.867 2.185
H -0.914 -0.918 -0.628
H 0.828 -1.371 -1.091
H 0.345 -2.260 0.278
H -0.467 1.495 0.024
H 0.633 2.905 1.327
```

Output
E_HOMO (alpha / beta) (eV): -7.446 / -7.448
LUMO (alpha / beta) (eV): 0.4758 / 0.4760
HOMO-LUMO gap (alpha / beta) (eV): 7.9 / 7.9

=====

# 9
DFT (wB97M-V/def2-TZVPD) results for 6 unconnected molecules or ions with the total composition C24H60BO18S5.

The geometry in XYZ format:
```
108
C24H60BO18S5 | the Open Molecules 2025 dataset | wB97M-V/def2-TZVPD
C 2.222 0.121 3.741
O 3.335 -0.034 2.912
C 4.113 1.130 2.736
C 3.564 2.218 1.806
C 3.197 1.875 0.354
C 1.891 1.110 0.146
C 1.723 0.529 -1.267
C 2.211 -0.935 -1.380
B 3.781 -1.056 -1.746
O 4.727 -0.884 -0.605
C 5.927 -1.255 -1.210
C 5.590 -2.484 -2.071
O 4.205 -2.426 -2.278
H 2.093 1.159 4.078
H 1.314 -0.176 3.205
H 2.322 -0.518 4.626
H 4.263 1.585 3.731
H 5.082 0.777 2.377
H 2.716 2.722 2.299
H 4.368 2.969 1.771
H 3.104 2.842 -0.164
H 4.023 1.335 -0.124
H 1.052 1.792 0.359
H 1.828 0.289 0.860
H 2.309 1.143 -1.966
H 0.666 0.614 -1.548
H 1.651 -1.423 -2.189
H 1.975 -1.448 -0.433
H 4.037 -0.215 -2.654
H 6.285 -0.462 -1.887
H 6.699 -1.461 -0.460
H 5.839 -3.422 -1.539
H 6.167 -2.483 -3.011
O -1.450 2.685 -0.611
S -2.539 3.185 0.159
O -2.966 2.471 1.326
O -3.783 3.399 -0.805
C -4.112 2.284 -1.680
C -4.847 1.173 -0.965
C -2.263 4.867 0.578
H -3.191 1.930 -2.143
H -4.728 2.741 -2.451
H -4.207 0.675 -0.239
H -5.179 0.439 -1.699
H -5.719 1.566 -0.441
H -1.970 5.402 -0.320
H -1.455 4.866 1.309
H -3.173 5.275 1.011
O 4.354 2.866 -2.893
S 4.400 4.287 -2.883
O 3.269 5.039 -2.433
O 4.804 4.789 -4.343
C 4.074 4.171 -5.436
C 2.680 4.735 -5.603
C 5.833 4.845 -2.036
H 4.057 3.093 -5.271
H 4.696 4.375 -6.306
H 2.043 4.471 -4.761
H 2.240 4.328 -6.514
H 2.713 5.822 -5.682
H 6.692 4.296 -2.411
H 5.661 4.619 -0.985
H 5.941 5.915 -2.189
O 0.606 2.711 6.279
S -0.329 3.239 5.332
O 0.127 4.203 4.380
O -1.555 3.848 6.147
C -1.225 4.742 7.237
C -0.858 6.132 6.765
C -1.180 1.947 4.512
H -0.428 4.289 7.826
H -2.131 4.753 7.841
H 0.081 6.131 6.215
H -0.756 6.787 7.631
H -1.635 6.530 6.113
H -1.543 1.244 5.256
H -0.451 1.477 3.853
H -1.991 2.371 3.928
O -1.975 -6.207 0.494
S -1.616 -5.258 -0.523
O -1.485 -5.733 -1.867
O -0.348 -4.460 -0.083
C 0.848 -5.188 0.313
C 1.615 -5.707 -0.879
C -2.740 -3.909 -0.504
H 0.579 -5.990 1.001
H 1.442 -4.456 0.854
H 1.059 -6.488 -1.399
H 2.569 -6.120 -0.551
H 1.814 -4.899 -1.582
H -2.830 -3.547 0.516
H -3.692 -4.287 -0.874
H -2.353 -3.137 -1.164
O -5.871 -5.104 -2.326
S -6.218 -6.489 -2.447
O -7.058 -6.896 -3.530
O -6.863 -6.960 -1.076
C -7.914 -6.128 -0.523
C -9.246 -6.336 -1.207
C -4.789 -7.498 -2.388
H -7.589 -5.088 -0.569
H -7.950 -6.427 0.522
H -9.228 -5.978 -2.235
H -10.015 -5.789 -0.660
H -9.508 -7.394 -1.218
H -4.175 -7.203 -1.540
H -4.248 -7.334 -3.317
H -5.108 -8.533 -2.306
```

Output
E_HOMO (eV): -3.849
LUMO (eV): 1.9339
Charge: -1
HOMO-LUMO gap (eV): 5.8

=====

# 10
DFT (wB97M-V/def2-TZVPD) results for a molecular structure, C3H4HgLiO2.

The geometry in XYZ format:
```
11
C3H4HgLiO2 | the Open Molecules 2025 dataset | wB97M-V/def2-TZVPD
O -0.133 -1.013 0.882
Li -1.312 0.756 0.240
C 1.076 -0.846 0.569
C 1.368 -0.280 -0.738
H 1.837 -1.469 1.062
H 2.398 -0.539 -1.030
H 1.324 0.816 -0.636
Hg -0.803 -2.085 2.342
C -2.829 2.359 -0.449
O -3.590 3.114 -0.780
H 0.663 -0.812 -1.460
```

Output
E_HOMO (eV): -24.671
LUMO (eV): -18.0640
Charge: +3
HOMO-LUMO gap (eV): 6.6

=====

# 11
DFT (wB97M-V/def2-TZVPD) results for a molecular structure, C6H6N5O2.

The geometry in XYZ format:
```
19
C6H6N5O2 | the Open Molecules 2025 dataset | wB97M-V/def2-TZVPD
C -0.767 3.039 -0.479
C -0.885 1.824 -0.486
C 3.971 -1.370 0.216
C -3.490 -0.508 0.272
C -0.453 -0.577 -0.740
C -1.251 0.505 -0.205
N 2.726 -1.853 0.142
N 3.990 -0.046 0.550
N 2.005 -0.838 0.472
N 2.746 0.245 0.803
N -2.240 0.341 0.659
O -3.203 -1.321 -0.627
O -4.431 -0.244 1.024
H -0.699 4.108 -0.235
H 4.782 -1.946 -0.066
H -0.048 -0.348 -1.713
H -1.027 -1.465 -0.575
H 0.745 -0.775 -0.109
H -2.469 1.226 1.097
```

Output
E_HOMO (eV): -5.728
LUMO (eV): 2.3780
Charge: -1
HOMO-LUMO gap (eV): 8.1